{"formula": "CH2I3P", "method": "the ωB97M-V functional and the def2-TZVPD basis", "species": ["I", "C", "I", "I", "P", "H", "H"], "coordinates": [[2.02060, -2.54734, 1.64834], [1.59266, -0.47171, 1.35674], [3.67462, 0.55776, 0.84123], [0.48507, 0.47943, 2.96572], [0.59260, -0.27413, -0.21771], [-0.51059, -0.29601, 0.64214], [0.63483, 1.15436, -0.26272]], "lumo_ev": -1.5000, "homo_lumo_gap_ha": 0.2905, "spin_multiplicity": 1, "largest_force_ha_per_bohr": 0.037, "total_energy_ha": -1273.6747, "de_lowest_kj_mol": 51.69, "homo_ev": -9.4}